100
Properties=species:S:1:pos:R:3 method="wB97M-V/def2-TZVPD" e_above_lowest_ev=0.000 s_squared=6.32 charge=+2 lumo_ev="-6.64 / -5.90" multiplicity=5 gap_ha="0.215 / 0.242" homo_energy_ha="-0.45845 / -0.45881"
Mn -0.07 -0.54 -0.04
C 0.97 2.27 1.20
C 2.24 1.96 0.40
P 2.17 0.37 -0.56
C 2.00 0.82 -2.30
C 1.01 0.24 -3.08
C 0.85 0.59 -4.41
C 1.69 1.54 -4.97
C 2.70 2.13 -4.20
C 2.85 1.77 -2.87
C 3.85 -0.29 -0.37
C 4.37 -0.42 0.93
C 5.64 -0.92 1.12
C 6.41 -1.29 0.03
C 5.91 -1.17 -1.25
C 4.62 -0.68 -1.45
P -0.53 2.12 0.15
C -0.48 3.64 -0.83
C 0.14 3.63 -2.08
C 0.29 4.81 -2.79
C -0.18 6.00 -2.27
C -0.82 6.01 -1.03
C -0.97 4.84 -0.31
C -1.92 2.31 1.31
C -3.21 2.40 0.76
C -4.31 2.50 1.59
C -4.15 2.53 2.97
C -2.88 2.46 3.52
C -1.76 2.35 2.69
H 1.03 3.26 1.65
H 0.89 1.54 2.02
H 3.09 1.89 1.08
H 2.47 2.76 -0.31
H 0.34 -0.54 -2.66
H 0.08 0.13 -5.01
H 1.58 1.82 -6.01
H 3.36 2.86 -4.64
H 3.63 2.23 -2.28
H 3.78 -0.13 1.79
H 6.03 -1.01 2.13
H 7.41 -1.67 0.18
H 6.50 -1.45 -2.10
H 4.23 -0.61 -2.46
H 0.47 2.69 -2.51
H 0.77 4.79 -3.76
H -0.06 6.92 -2.82
H -1.20 6.94 -0.63
H -1.47 4.87 0.65
H -3.34 2.40 -0.31
H -5.30 2.57 1.16
H -5.01 2.62 3.62
H -2.74 2.51 4.59
H -0.78 2.31 3.14
N -4.06 -0.92 1.49
C -5.10 -0.55 0.59
C -6.41 -0.56 1.03
C -7.43 -0.18 0.17
C -7.13 0.21 -1.13
C -5.81 0.23 -1.56
C -4.79 -0.17 -0.70
S -3.13 -0.18 -1.31
N -2.22 -0.45 0.12
C -2.75 -0.75 1.25
C -1.81 -0.90 2.41
C -2.22 -0.93 3.73
C -1.26 -1.05 4.73
C 0.07 -1.14 4.38
C 0.41 -1.07 3.03
N -0.51 -0.95 2.07
H -4.35 -1.22 2.41
H -6.64 -0.86 2.04
H -8.45 -0.20 0.51
H -7.91 0.51 -1.80
H -5.57 0.53 -2.57
H -3.26 -0.83 4.00
H -1.56 -1.07 5.77
H 0.85 -1.24 5.12
H 1.44 -1.14 2.71
C 3.33 -3.42 -1.40
N 3.50 -3.46 0.03
C 4.20 -4.65 0.47
C 2.37 -3.05 0.84
C 1.03 -3.44 0.24
C 0.63 -4.78 0.23
C -0.49 -5.19 -0.46
C -1.24 -4.28 -1.18
C -0.89 -2.93 -1.16
C 0.21 -2.53 -0.41
H 4.30 -3.37 -1.89
H 2.76 -2.53 -1.69
H 2.80 -4.29 -1.80
H 5.14 -4.73 -0.07
H 3.64 -5.58 0.29
H 4.43 -4.58 1.53
H 2.38 -1.96 0.98
H 2.49 -3.51 1.82
H 1.24 -5.50 0.75
H -0.77 -6.24 -0.46
H -2.10 -4.59 -1.77
H -1.49 -2.24 -1.74